# 1
{"formula": "C30H65IN2O8P", "method": "the ωB97M-V functional and the def2-TZVPD basis", "elements": ["C", "O", "C", "C", "C", "C", "C", "C", "C", "C", "C", "C", "C", "C", "C", "O", "C", "N", "C", "C", "C", "C", "O", "O", "C", "C", "C", "C", "I", "C", "O", "O", "P", "N", "H", "H", "H", "H", "H", "H", "H", "H", "H", "H", "H", "H", "H", "H", "H", "H", "H", "H", "H", "H", "H", "H", "H", "H", "H", "H", "H", "H", "H", "H", "H", "H", "H", "H", "H", "H", "H", "H", "H", "H", "H", "H", "H", "H", "H", "H", "H", "H", "H", "C", "C", "C", "O", "H", "H", "H", "H", "H", "H", "H", "H", "C", "C", "C", "O", "H", "H", "H", "H", "H", "H", "H", "H"], "xyz": [[4.85, -1.66, 1.60], [5.27, -2.77, 0.84], [5.25, -2.52, -0.56], [3.84, -2.71, -1.14], [3.67, -4.05, -1.87], [3.61, -5.25, -0.88], [2.19, -5.81, -0.72], [1.16, -4.73, -0.32], [-0.12, -5.34, 0.31], [-1.41, -4.69, -0.25], [-2.18, -3.89, 0.79], [-1.45, -2.62, 1.28], [-1.80, -1.41, 0.40], [-0.65, -0.45, 0.05], [0.45, -1.25, -0.64], [-1.26, 0.53, -0.79], [-0.38, 1.44, -1.38], [-0.29, 1.08, -2.84], [-0.82, 2.93, -1.21], [-1.57, 3.53, -2.39], [-2.91, 2.85, -2.69], [-3.50, 3.32, -4.04], [-4.64, 4.16, -3.84], [0.39, 3.65, -0.90], [1.26, 3.89, -1.98], [2.57, 4.42, -1.38], [2.98, 3.55, -0.18], [4.51, 3.31, -0.12], [2.41, 4.49, 1.67], [-1.73, 3.15, 0.07], [-2.79, 2.47, 0.17], [-1.33, 4.01, 0.87], [-0.04, 0.46, 1.57], [-0.18, -0.36, 2.92], [3.76, -1.61, 1.69], [5.24, -0.73, 1.19], [5.26, -1.78, 2.60], [5.94, -3.23, -1.01], [5.60, -1.50, -0.76], [3.60, -1.90, -1.84], [3.15, -2.71, -0.30], [2.71, -4.01, -2.39], [4.48, -4.18, -2.60], [4.23, -6.03, -1.29], [3.99, -4.90, 0.08], [1.90, -6.25, -1.68], [2.18, -6.56, 0.07], [1.65, -4.10, 0.42], [0.91, -4.16, -1.22], [-0.09, -6.41, 0.13], [-0.09, -5.12, 1.37], [-1.25, -4.08, -1.14], [-2.07, -5.51, -0.56], [-3.13, -3.55, 0.38], [-2.43, -4.49, 1.67], [-0.38, -2.77, 1.44], [-1.86, -2.41, 2.27], [-2.13, -1.78, -0.58], [-2.58, -0.79, 0.83], [1.18, -0.65, -1.18], [1.01, -1.86, 0.07], [0.00, -1.93, -1.36], [0.65, 1.38, -1.02], [0.69, 0.96, -3.08], [-0.68, 0.14, -2.92], [-1.75, 4.58, -2.15], [-1.00, 3.54, -3.32], [-3.63, 3.15, -1.94], [-2.80, 1.78, -2.68], [-3.86, 2.43, -4.57], [-2.78, 3.88, -4.64], [-5.30, 3.65, -3.36], [0.86, 4.70, -2.61], [1.52, 3.01, -2.57], [2.46, 5.45, -1.06], [3.35, 4.34, -2.14], [2.51, 2.57, -0.20], [4.97, 4.14, 0.42], [4.70, 2.42, 0.47], [4.94, 3.22, -1.11], [-0.73, 1.68, 1.66], [1.33, 0.76, 1.30], [-0.75, 0.18, 3.56], [-0.51, 6.80, -0.39], [0.09, 8.18, -0.25], [-0.14, 8.74, 1.15], [-0.46, 9.07, -1.22], [-1.59, 6.83, -0.24], [-0.34, 6.41, -1.40], [-0.09, 6.09, 0.33], [1.17, 8.14, -0.45], [-1.21, 8.83, 1.35], [0.29, 9.74, 1.24], [0.30, 8.09, 1.91], [-1.41, 9.12, -1.06], [-5.03, -6.48, 4.07], [-4.32, -5.13, 4.01], [-4.50, -4.35, 5.30], [-4.82, -4.37, 2.91], [-6.10, -6.34, 4.22], [-4.90, -7.02, 3.13], [-4.64, -7.09, 4.89], [-3.26, -5.28, 3.81], [-5.55, -4.15, 5.49], [-3.99, -3.39, 5.24], [-4.09, -4.90, 6.15], [-5.76, -4.22, 3.06]], "mulliken_charge": [-0.5242, -0.3752, -0.8187, 0.7521, -1.0602, -0.8828, -1.2787, 0.6029, -1.0327, -0.8463, -0.8553, -0.2831, -1.5851, 1.3545, -0.8881, -0.5241, -1.0271, -0.4270, 2.6301, -1.9197, -0.0464, -0.6790, -0.5592, 0.1026, -0.5006, -0.8010, 0.3936, -1.4274, 0.0817, -0.7071, -0.7138, -0.5985, 0.8984, -1.0179, 0.1821, 0.2563, 0.2597, 0.3958, 0.2994, 0.3572, -0.5600, 0.4111, 0.5149, 0.2903, 0.4695, 0.3272, 0.4866, 0.0580, 0.0843, 0.5586, 0.3292, 0.4334, 0.4673, 0.4966, -0.1861, 0.3976, 0.4701, 0.4261, 0.6880, 0.1812, 0.1080, 0.1697, -0.1441, 0.3597, 0.3689, 0.2860, 0.5692, 0.5130, 0.0892, 0.2878, 0.3524, 0.3170, 0.3180, 0.2259, 0.1636, 0.4349, -0.2514, 0.4012, 0.3688, 0.3923, -0.0198, -0.1295, 0.2521, -0.6915, 0.2814, -1.3499, -0.5791, 0.4998, 0.1328, 0.0601, 0.2662, 0.3280, 0.3673, 0.3133, 0.3561, -1.4397, 0.6872, -1.4055, -0.5031, 0.3518, 0.3344, 0.3766, 0.2702, 0.3433, 0.3438, 0.3741, 0.3190], "homo_ev": -4.769, "charge": -1, "orbital_gap_ev": 7.03, "e_tot_ev": -68912.87762, "de_lowest_ev": 0.642}

=====

# 2
{"formula": "C30H65N2O14V", "method": "the ωB97M-V functional and the def2-TZVPD basis", "elements": ["V", "C", "C", "O", "O", "H", "H", "H", "C", "C", "O", "O", "H", "H", "H", "C", "C", "O", "O", "H", "H", "H", "C", "C", "O", "O", "H", "H", "H", "H", "H", "H", "C", "C", "O", "O", "H", "H", "H", "H", "H", "H", "C", "C", "O", "O", "H", "H", "H", "H", "H", "H", "C", "C", "C", "C", "C", "C", "N", "O", "C", "C", "C", "H", "H", "H", "H", "H", "H", "H", "H", "H", "H", "H", "H", "H", "H", "H", "H", "H", "H", "H", "C", "C", "C", "C", "C", "C", "N", "O", "C", "C", "C", "H", "H", "H", "H", "H", "H", "H", "H", "H", "H", "H", "H", "H", "H", "H", "H", "H", "H", "H"], "xyz": [[15.45, 20.89, 12.71], [14.48, 21.32, 8.73], [14.96, 20.88, 10.11], [15.96, 21.33, 10.60], [14.22, 20.22, 10.94], [14.02, 22.30, 8.78], [13.79, 20.59, 8.30], [15.28, 21.27, 7.98], [17.64, 17.28, 12.69], [16.92, 18.63, 12.94], [17.38, 19.76, 12.80], [15.68, 18.66, 12.79], [16.93, 16.46, 12.77], [18.50, 17.20, 13.36], [18.04, 17.26, 11.67], [13.15, 20.61, 16.11], [13.98, 20.67, 14.90], [13.51, 20.48, 13.75], [15.20, 20.88, 14.93], [13.19, 19.63, 16.58], [12.14, 20.76, 15.73], [13.33, 21.44, 16.80], [16.31, 23.91, 13.39], [15.03, 23.96, 12.40], [14.30, 22.76, 12.62], [16.80, 22.53, 13.27], [16.25, 24.04, 14.47], [16.96, 24.68, 12.96], [15.29, 24.12, 11.35], [14.30, 24.76, 12.45], [13.47, 22.98, 12.20], [17.68, 22.41, 13.65], [21.74, 20.48, 12.98], [20.79, 20.04, 11.87], [21.59, 20.02, 10.68], [22.81, 19.69, 13.15], [21.23, 20.88, 13.86], [22.06, 21.48, 12.70], [20.03, 20.79, 11.66], [20.22, 19.13, 12.02], [21.91, 20.91, 10.51], [23.07, 19.43, 12.26], [12.49, 15.53, 11.44], [13.53, 16.49, 11.86], [14.63, 15.96, 12.52], [11.67, 15.34, 12.72], [12.84, 14.67, 10.86], [11.66, 15.91, 10.85], [13.21, 17.19, 12.62], [13.76, 16.95, 10.89], [15.29, 16.64, 12.67], [12.41, 15.20, 13.32], [15.66, 13.05, 17.57], [15.40, 14.41, 16.89], [13.88, 14.54, 16.43], [13.35, 15.92, 16.20], [13.68, 16.76, 17.38], [15.14, 16.84, 17.74], [15.67, 15.42, 17.93], [17.02, 15.47, 18.42], [15.85, 17.81, 16.67], [15.03, 17.73, 18.96], [16.29, 14.47, 15.74], [16.72, 12.89, 17.75], [15.36, 12.19, 16.96], [15.21, 13.04, 18.56], [13.66, 14.01, 15.50], [13.29, 14.07, 17.22], [12.28, 15.73, 16.08], [13.76, 16.48, 15.35], [12.97, 16.52, 18.18], [13.19, 17.73, 17.26], [15.62, 17.39, 15.70], [15.54, 18.86, 16.64], [16.94, 17.77, 16.60], [14.59, 18.72, 18.90], [14.44, 17.33, 19.79], [15.97, 18.00, 19.44], [16.46, 15.46, 15.30], [15.77, 14.09, 14.87], [17.26, 13.97, 15.76], [17.38, 15.55, 17.53], [21.76, 19.79, 19.22], [22.17, 18.58, 18.37], [22.01, 17.28, 19.17], [22.30, 16.09, 18.40], [21.35, 15.99, 17.28], [21.33, 17.20, 16.32], [21.41, 18.50, 17.05], [21.23, 19.77, 16.43], [22.61, 17.03, 15.37], [20.03, 17.10, 15.53], [23.68, 18.92, 18.07], [21.98, 20.80, 18.88], [21.99, 19.67, 20.28], [20.70, 20.07, 19.21], [22.75, 17.19, 19.97], [21.00, 17.07, 19.55], [22.20, 15.21, 19.05], [23.30, 16.00, 17.97], [20.32, 15.73, 17.52], [21.73, 15.11, 16.76], [22.29, 16.40, 14.54], [22.96, 18.00, 15.02], [23.44, 16.51, 15.83], [19.81, 16.13, 15.09], [19.25, 17.48, 16.19], [20.14, 17.84, 14.74], [24.31, 18.81, 18.96], [23.72, 19.89, 17.58], [24.12, 18.21, 17.37], [22.06, 19.94, 15.97]], "mulliken_charge": [0.6399, -1.2285, 1.2074, -0.5909, -0.6329, 0.2471, 0.3372, 0.3604, -0.4759, 1.6194, -0.7162, -0.7151, 0.4006, -0.4135, 0.3235, -0.7640, 1.3719, -0.6191, -0.6267, -0.2712, 0.4447, 0.3174, -0.4951, -0.6733, -0.1925, -0.2514, 0.3593, 0.3634, 0.3287, 0.4435, 0.2534, 0.1829, -0.4871, -0.2022, -0.5559, -0.4664, 0.2595, 0.4535, 0.2645, 0.0347, 0.3427, 0.3894, -0.5934, -0.3308, -0.5773, -0.5584, 0.2709, 0.3461, 0.4138, 0.1695, 0.1648, 0.3163, -2.0487, 2.1705, -1.1056, 0.0510, -1.6721, 2.5045, 0.0196, -0.4622, -0.3725, -2.1652, -1.9177, 0.3575, 0.3932, 0.4508, 0.3940, 0.3813, 0.5468, -0.2650, 0.5427, 0.0166, -0.3530, 0.4197, -0.3420, 0.3285, 0.4644, 0.3902, 0.2988, 0.4582, 0.3564, 0.1620, -1.7393, 1.2104, -1.0446, -0.7865, -1.2965, 2.1816, 0.6203, -0.3412, -1.4269, -2.5855, -1.6062, 0.3536, 0.4012, 0.4505, 0.5213, 0.3450, 0.4154, 0.3748, 0.4176, 0.3718, 0.4644, 0.2492, 0.3411, 0.6745, 0.4212, 0.1768, 0.4145, 0.4658, 0.3714, 0.3929], "spin_multiplicity": 4, "homo_ev": [-10.214, -10.214], "charge": 1, "orbital_gap_ev": [7.73, 3.73], "e_tot_ev": -89483.94172}